The following is a quantum chemistry calculation of a molecular structure, F2HNaOP, from OMol25.

Geometry as XYZ:
```
6
Properties=species:S:1:pos:R:3:forces:R:3:mulliken_charge:R:1
O 0.680994 -0.951030 0.174751 0.2 -0.1 0.0 -0.47
P 1.966695 0.108433 0.104099 -1.5 0.9 -0.1 0.42
H 0.877206 -1.887805 0.035291 0.2 0.2 0.0 0.33
F 0.925055 1.389983 0.030725 1.1 -1.1 0.1 -0.25
F -2.964377 1.274846 -0.455096 0.2 -0.3 0.1 -0.94
Na -1.485572 0.065571 0.110230 -0.2 0.4 -0.1 0.91
```
Forces are in eV/Å.

Calculated values
**Relative energy (zero: lowest compared OMol25 entry of this formula, charge and spin)**: 0.00 kcal per mole
**E_HOMO (alpha / beta)**: -8.8 / -8.8 eV
**Calculated total energy**: -779.2628 a.u.
**⟨S²⟩**: 0.753
**2S+1**: 2
**Molecular weight**: 108.97 g/mol
**LUMO (alpha / beta)**: -0.741 / -1.601 eV


The following is a quantum chemistry calculation of 2 unconnected molecules or ions with the total composition F2HPS2, from OMol25.

Geometry as XYZ:
```
6
Properties=species:S:1:pos:R:3:forces:R:3:mulliken_charge:R:1
F -2.433166 -0.294197 -0.620754 0.0 0.4 1.0 -0.21
F -2.009764 1.986116 0.071212 -0.3 -1.2 0.7 -0.22
P -2.346917 0.543241 0.768266 0.3 0.7 -1.8 0.43
S 1.096872 -0.022629 0.109199 -0.5 0.7 0.3 -0.09
S 2.955431 -0.609546 0.332613 -0.6 -1.5 -1.6 -0.11
H 2.737545 -1.602983 -0.660538 1.1 0.8 1.2 0.19
```
Forces are in eV/Å.

Calculated values
**Relative energy (zero: lowest compared OMol25 entry of this formula, charge and spin)**: 65.15 kcal per mole
**E_HOMO (alpha / beta)**: -9.0 / -8.5 eV
**Calculated total energy**: -1338.0439 a.u.
**2S+1**: 1
**Molecular weight**: 134.11 g/mol
**LUMO (alpha / beta)**: -0.880 / -1.805 eV


The following is a quantum chemistry calculation of a molecular structure, F2INO3S, from OMol25.

Geometry as XYZ:
```
8
Properties=species:S:1:pos:R:3:forces:R:3:mulliken_charge:R:1
N 1.191647 0.613462 -0.531288 0.3 1.4 1.9 0.30
O 0.863772 -1.881803 -0.192978 1.2 -2.0 -0.4 -0.43
O -0.221522 -0.289413 1.468337 0.5 -0.9 -2.0 -0.41
O -1.567170 -0.431154 -1.183509 4.5 -1.1 0.8 -0.59
F 0.320904 1.681768 -0.365047 0.5 -0.3 -0.5 -0.12
F 2.012030 0.771530 0.663362 -0.1 0.0 -1.6 -0.20
S 0.226160 -0.697896 0.149350 -4.4 1.9 0.4 1.10
I -2.825818 0.233509 -0.008230 -2.4 1.0 1.3 0.34
```
Forces are in eV/Å.

Calculated values
**Relative energy (zero: lowest compared OMol25 entry of this formula, charge and spin)**: 47.12 kcal per mole
**E_HOMO (alpha / beta)**: -9.6 / -9.6 eV
**Calculated total energy**: -1175.7928 a.u.
**2S+1**: 1
**Molecular weight**: 258.97 g/mol
**LUMO (alpha / beta)**: -2.473 / -2.474 eV


The following is a quantum chemistry calculation of a molecular structure, F3H3SSi2, from OMol25.

Geometry as XYZ:
```
9
Properties=species:S:1:pos:R:3:forces:R:3:mulliken_charge:R:1
F -0.530796 0.827307 2.346553 0.1 -0.8 -0.2 -0.26
F 0.187130 2.535027 0.879220 0.0 2.6 -0.9 -0.18
F 1.918674 0.924987 1.806874 -0.1 -0.2 -0.5 -0.25
Si -0.339324 -0.339041 -1.210970 -1.3 1.6 2.5 0.20
Si 0.480369 1.051312 1.120853 -0.7 -2.5 -0.5 0.64
S 0.647114 -2.188202 -1.155656 1.0 -0.1 -0.8 -0.24
H -1.891911 -0.499956 -0.786122 1.9 0.2 -0.8 -0.02
H -0.139976 0.480623 -2.466200 0.0 -0.5 0.7 -0.05
H -0.331280 -2.792059 -0.534554 -0.8 -0.4 0.5 0.17
```
Forces are in eV/Å.

Calculated values
**Relative energy (zero: lowest compared OMol25 entry of this formula, charge and spin)**: 27.95 kcal per mole
**E_HOMO**: -9.6 eV
**Calculated total energy**: -1278.7376 a.u.
**2S+1**: 1
**Molecular weight**: 148.26 g/mol
**LUMO**: -0.104 eV


The following is a quantum chemistry calculation of 2 unconnected molecules or ions with the total composition F3HN2, from OMol25.

Geometry as XYZ:
```
6
Properties=species:S:1:pos:R:3:forces:R:3:mulliken_charge:R:1
F 1.399304 1.299728 0.140384 -1.1 -0.6 -0.4 -0.09
N 1.559378 -0.039613 0.312034 -1.2 -3.6 0.5 -0.04
N 0.471796 -0.686128 0.177323 1.3 5.1 -0.4 0.22
F 0.624949 -1.963102 0.443933 1.2 -1.0 0.2 -0.09
F -2.244468 0.504810 -0.141303 1.1 1.1 -2.2 -0.40
H -1.810957 0.884303 -0.932372 -1.2 -1.1 2.2 0.40
```
Forces are in eV/Å.

Calculated values
**Relative energy (zero: lowest compared OMol25 entry of this formula, charge and spin)**: 9.65 kcal per mole
**SMILES**: F/N=N/F.F
**E_HOMO**: -12.0 eV
**Calculated total energy**: -409.5327 a.u.
**2S+1**: 1
**Molecular weight**: 86.02 g/mol
**LUMO**: -0.197 eV


The following is a quantum chemistry calculation of 2 unconnected molecules or ions with the total composition F3HN2, from OMol25.

Geometry as XYZ:
```
6
Properties=species:S:1:pos:R:3:forces:R:3:mulliken_charge:R:1
F 3.084694 1.251855 0.018820 0.5 1.9 1.3 -0.07
N 2.491630 0.278826 -0.625012 -0.7 -3.1 -1.2 0.10
N 2.601067 -0.714113 0.088598 0.5 0.1 -0.1 0.08
F 2.220289 -1.844783 -0.616943 -0.4 1.1 0.0 -0.11
F -0.492056 1.106030 0.448096 -2.2 0.6 0.6 -0.39
H -1.398268 1.371521 0.678931 2.2 -0.7 -0.6 0.39
```
Forces are in eV/Å.

Calculated values
**Relative energy (zero: lowest compared OMol25 entry of this formula, charge and spin)**: 4.20 kcal per mole
**SMILES**: F/N=N/F.F
**E_HOMO**: -12.2 eV
**Calculated total energy**: -409.5414 a.u.
**2S+1**: 1
**Molecular weight**: 86.02 g/mol
**LUMO**: 0.202 eV


The following is a quantum chemistry calculation of 3 unconnected molecules or ions with the total composition F3NO, from OMol25.

Geometry as XYZ:
```
5
Properties=species:S:1:pos:R:3:forces:R:3:mulliken_charge:R:1
N 0.442330 -0.145770 -0.724435 -2.6 3.1 -2.0 0.40
O -0.736014 0.036717 -0.905843 4.6 -2.0 0.8 -0.12
F 0.912323 -1.238316 -0.062063 -1.5 -0.9 0.5 -0.08
F 1.244100 1.489273 1.125838 0.0 0.0 -0.1 -0.02
F -1.862739 -0.141904 0.566504 -0.6 -0.2 0.8 -0.18
```
Forces are in eV/Å.

Calculated values
**Relative energy (zero: lowest compared OMol25 entry of this formula, charge and spin)**: 53.65 kcal per mole
**E_HOMO (alpha / beta)**: -12.7 / -12.4 eV
**Calculated total energy**: -429.2327 a.u.
**2S+1**: 1
**Molecular weight**: 87.00 g/mol
**LUMO (alpha / beta)**: -3.321 / -4.458 eV


The following is a quantum chemistry calculation of 2 unconnected molecules or ions with the total composition F3NO2S, from OMol25.

Geometry as XYZ:
```
7
Properties=species:S:1:pos:R:3:forces:R:3:mulliken_charge:R:1
N -1.442885 -0.076968 0.538676 -0.2 0.4 -0.5 0.16
O 1.607032 1.349539 0.371056 0.9 1.2 1.4 -0.39
O 1.200938 -0.155984 -1.480074 0.0 -0.9 0.5 -0.38
F -2.038105 1.002244 -0.057124 0.5 -0.7 0.3 -0.10
F -1.845447 -1.110727 -0.221634 0.2 0.4 0.2 -0.08
F 1.469068 -1.157723 0.937935 -0.2 1.8 -1.6 -0.24
S 1.049400 0.149618 -0.088832 -1.1 -2.1 -0.3 1.03
```
Forces are in eV/Å.

Calculated values
**Relative energy (zero: lowest compared OMol25 entry of this formula, charge and spin)**: 33.64 kcal per mole
**E_HOMO (alpha / beta)**: -11.1 / -11.9 eV
**Calculated total energy**: -902.7932 a.u.
**2S+1**: 1
**Molecular weight**: 135.07 g/mol
**LUMO (alpha / beta)**: -1.924 / -3.025 eV


The following is a quantum chemistry calculation of a molecular structure, F4KN2O8S4, from OMol25.

Geometry as XYZ:
```
19
Properties=species:S:1:pos:R:3:forces:R:3:mulliken_charge:R:1
K -15.907488 -0.551429 -11.461586 -0.2 -0.3 0.1 0.96
N -16.531114 -3.260212 -11.939620 1.2 -0.8 3.6 -0.23
S -17.916862 -3.965378 -11.899838 -6.5 -2.7 -3.1 0.99
O -18.897078 -3.493147 -10.892430 2.6 -1.2 -1.4 -0.58
O -17.959701 -5.378934 -12.362986 0.4 3.5 1.7 -0.56
F -18.438869 -3.190829 -13.202663 -0.1 0.1 -0.2 -0.25
S -16.075412 -3.764999 -10.386486 2.6 -0.9 1.7 1.04
O -16.096809 -5.194717 -10.072385 -0.7 2.9 -0.8 -0.54
O -16.331586 -2.786277 -9.336877 -0.2 -0.8 -1.5 -0.57
F -14.550511 -3.506103 -10.682381 0.8 0.3 -0.1 -0.24
N -15.568608 -0.895268 -15.741571 -3.8 -1.5 -0.6 0.02
S -17.200581 -0.481942 -15.450036 -6.3 -4.3 0.6 1.12
O -17.911501 0.192448 -16.468060 1.8 0.9 -0.3 -0.45
O -17.539388 -0.268695 -14.075206 2.0 1.3 -0.2 -0.45
F -17.803574 -1.932712 -15.577133 1.4 0.3 -0.6 -0.20
S -14.948978 0.373553 -15.218186 8.9 6.9 1.1 1.02
O -14.591159 0.310765 -13.786159 -1.5 -0.3 -2.4 -0.42
O -15.303294 1.691944 -15.768002 -0.4 -3.3 1.3 -0.40
F -13.485069 0.134847 -15.914508 -2.0 0.2 1.0 -0.26
```
Forces are in eV/Å.

Calculated values
**E_HOMO (alpha / beta)**: -10.0 / -10.0 eV
**Calculated total energy**: -3303.4107 a.u.
**⟨S²⟩**: 0.761
**2S+1**: 2
**Molecular weight**: 399.36 g/mol
**LUMO (alpha / beta)**: -1.927 / -7.239 eV


The following is a quantum chemistry calculation of a molecular structure, F4Li4Sr, from OMol25.

Geometry as XYZ:
```
9
Properties=species:S:1:pos:R:3:forces:R:3:mulliken_charge:R:1
Sr -0.578971 -0.171710 -3.018558 0.9 -0.4 1.1 1.84
Li 0.564099 2.196600 -0.241608 0.4 -0.9 0.5 0.94
Li 0.298859 -0.639000 -0.225598 0.5 -0.9 0.7 0.85
Li -1.249411 1.049040 1.581762 0.1 -0.6 -0.8 0.93
Li 0.466029 -1.107200 2.393202 0.1 -0.9 -1.2 0.92
F 0.719979 0.616510 1.170262 -1.5 0.8 0.0 -0.90
F -1.463561 0.638710 -0.718138 1.6 0.2 -0.6 -0.85
F -0.307721 -2.098290 0.821512 0.6 1.9 0.6 -0.88
F 1.550699 -0.484660 -1.762838 -2.8 0.8 -0.4 -0.86
```
Forces are in eV/Å.

Calculated values
**E_HOMO**: -17.3 eV
**Calculated total energy**: -460.0782 a.u.
**Net charge**: +2
**2S+1**: 1
**Molecular weight**: 191.38 g/mol
**LUMO**: -8.378 eV